Record 1
105
Properties=species:S:1:pos:R:3:forces:R:3 method="wB97M-V/def2-TZVPD" e_tot_ha=-1888.418749 e_homo_ha=-0.3323 lumo_ha=0.002 orbital_gap_ha=0.335 smiles="COC[C@H](C)N.COC[C@H](C)N.NC(N)=O.CCO.CCO.CCO.CCO.CCO.CCO.CCO"
C -5.407892 3.748985 -6.901273 0.7 1.0 1.2
O -4.990689 3.391198 -5.576026 -0.7 -0.6 -0.4
C -4.360837 2.139040 -5.507491 1.4 -0.3 1.0
C -4.082253 1.805908 -4.050360 -0.4 -0.7 0.9
C -3.409904 0.434706 -3.795924 -0.3 0.6 -0.5
N -5.379709 1.717348 -3.346556 0.2 0.4 -0.1
H -5.382049 2.903584 -7.583484 -0.3 0.0 -0.1
H -4.716387 4.537534 -7.215930 0.0 -0.2 -0.5
H -6.371409 4.242332 -6.779251 -0.2 -0.4 -0.4
H -4.919098 1.269457 -5.871290 -0.4 0.4 -0.5
H -3.378498 2.209146 -5.993653 -0.1 -0.2 -0.4
H -3.465984 2.559809 -3.546768 0.2 0.2 -0.5
H -2.521651 0.255136 -4.402931 0.1 0.2 0.2
H -4.123375 -0.366099 -3.989648 -0.1 0.0 0.0
H -3.170744 0.429727 -2.732501 0.3 -0.3 0.0
H -5.857654 2.604003 -3.483211 -0.1 -0.1 0.1
H -5.163282 1.648045 -2.356775 -0.3 0.0 0.1
C 6.482692 -1.114728 -2.100383 0.3 -1.6 0.1
O 5.283498 -1.292959 -1.379721 -0.2 1.5 -0.4
C 5.168246 -2.382819 -0.516706 -0.3 -0.6 0.2
C 4.016717 -3.280595 -0.977460 -0.7 -0.2 0.2
C 2.645799 -2.588836 -1.069084 -0.9 0.2 -0.1
N 3.896715 -4.518223 -0.189203 0.6 0.4 0.1
H 6.497831 -0.213708 -2.704889 -0.4 0.2 0.3
H 6.581656 -1.970341 -2.780391 0.2 0.1 -0.2
H 7.358562 -1.152060 -1.445968 0.0 0.3 0.1
H 6.064367 -3.016134 -0.468786 0.2 0.2 -0.2
H 4.976148 -2.016970 0.499418 0.0 0.0 0.0
H 4.245050 -3.582556 -2.002867 0.2 -0.1 0.0
H 2.411126 -1.712629 -0.454383 0.9 0.3 -0.1
H 1.799400 -3.216698 -0.771132 0.4 -0.7 -0.2
H 2.451979 -2.336401 -2.111752 -0.1 0.3 0.1
H 3.752146 -4.286576 0.794407 -0.1 -0.1 -0.1
H 4.818120 -4.950688 -0.210141 -0.2 -0.3 0.1
N 3.113013 -1.999693 2.475429 0.1 1.1 -0.4
C 3.985475 -2.876226 3.006207 -1.5 -2.5 1.6
N 5.007599 -2.347994 3.710157 0.3 0.6 -0.4
O 3.758200 -4.103474 3.032800 0.6 0.9 -0.9
H 2.275168 -2.280396 1.998670 0.0 -0.4 0.2
H 3.159530 -1.052247 2.804759 -0.2 0.2 -0.3
H 5.636311 -2.969554 4.181316 -0.1 0.0 0.1
H 5.008688 -1.361317 3.883547 0.4 0.0 0.1
C -1.373311 -0.042471 0.236040 1.5 0.7 0.5
C -1.129907 -1.531745 0.327246 -1.1 -0.3 -0.1
O -0.878596 -1.862185 1.699605 0.1 0.2 0.1
H -1.570547 0.370107 -0.752787 0.0 -0.4 -0.2
H -0.440958 0.416422 0.592151 -0.1 0.3 -0.2
H -2.135791 0.340637 0.911937 -0.3 -0.5 0.0
H -0.309144 -1.932125 -0.268857 0.1 0.5 -0.2
H -2.049065 -2.008245 -0.032950 0.1 -0.4 0.2
H -0.410938 -2.703819 1.759608 -0.1 -0.2 0.0
C 2.606062 1.674908 1.202033 -0.5 -0.4 -2.1
C 2.021891 2.448475 2.359799 1.0 -1.0 1.5
O 1.870850 3.838847 2.184652 0.3 0.1 -0.2
H 3.656769 1.388191 1.110681 0.2 0.6 0.8
H 2.411644 2.238652 0.279350 0.0 0.0 0.0
H 2.109556 0.719039 1.001400 -0.3 0.1 0.4
H 2.682694 2.274883 3.223341 -0.2 0.1 0.1
H 1.062686 2.036652 2.672650 -0.2 0.3 -0.3
H 2.728544 4.220768 1.964061 -0.1 0.0 0.0
C -4.217081 2.583031 0.559509 1.6 -0.2 0.9
C -3.869928 2.267199 2.039192 -1.6 0.1 -0.7
O -4.216169 0.902077 2.288881 0.6 0.3 0.3
H -3.559338 3.417852 0.305816 -0.4 0.2 -0.5
H -5.255119 2.789404 0.321042 -0.1 0.0 0.2
H -3.859309 1.694230 0.037531 -0.2 0.1 -0.4
H -4.474382 2.915675 2.680015 0.1 0.0 0.2
H -2.822305 2.489796 2.243691 0.1 -0.2 -0.1
H -3.449338 0.519226 2.743962 -0.2 -0.2 0.2
C -1.426868 -4.964594 3.428821 0.8 1.3 -0.4
C 0.039601 -5.386495 3.312859 -0.7 -1.2 0.7
O 0.738875 -4.715272 2.277959 -0.2 0.0 0.1
H -1.926051 -4.889388 2.460990 0.2 -0.3 -0.1
H -1.395784 -3.933489 3.793887 -0.5 -0.1 0.3
H -2.033749 -5.592323 4.074104 0.2 -0.1 0.2
H 0.032140 -6.477664 3.194293 0.3 0.0 -0.5
H 0.568767 -5.246459 4.260429 -0.2 0.3 0.1
H 1.665674 -4.948845 2.433701 0.2 0.4 -0.3
C 0.468622 4.300518 -1.521171 0.5 -0.5 -1.4
C -0.356213 3.927315 -0.331648 0.0 0.4 1.4
O -0.156929 4.856797 0.738509 -0.3 0.0 0.1
H 1.247444 3.535262 -1.562845 0.3 0.4 -0.4
H 0.932471 5.285158 -1.516281 -0.1 0.1 0.6
H -0.049747 4.255597 -2.481776 -0.2 -0.3 0.1
H -0.008259 2.952048 0.034525 -0.4 -0.1 -0.2
H -1.430881 3.851430 -0.514706 0.1 0.1 -0.1
H 0.574790 4.522781 1.291335 -0.4 0.2 -0.3
C -2.891968 -0.310829 6.131930 1.2 -0.4 -0.9
C -2.616199 -1.088005 4.834873 -0.9 -0.1 0.6
O -2.018577 -0.266726 3.839481 0.1 -0.2 0.1
H -1.900539 0.019473 6.450508 -0.2 0.5 0.3
H -3.264493 -0.987354 6.897863 -0.3 0.1 0.0
H -3.558309 0.523362 5.931091 0.0 0.1 0.2
H -3.575815 -1.470829 4.467519 0.1 -0.2 -0.1
H -1.961027 -1.935632 5.053183 0.0 0.0 0.0
H -1.595623 -0.893204 3.226910 0.0 0.3 -0.3
C 2.828588 1.396923 -3.037376 0.2 -1.0 -0.5
C 1.415848 0.866305 -2.837592 0.0 1.2 0.0
O 0.491318 1.728251 -3.518081 -0.2 -0.1 0.2
H 3.533665 0.688237 -2.589456 0.1 0.2 0.1
H 2.918413 2.378559 -2.578424 0.0 0.0 0.1
H 3.086465 1.490724 -4.094613 0.0 0.0 0.0
H 1.284618 0.975591 -1.754679 -0.7 -0.4 -0.1
H 1.164066 -0.139140 -3.180221 0.7 -0.2 0.4
H 0.353531 1.320355 -4.376249 -0.1 0.2 -0.1

***

Record 2
112
Properties=species:S:1:pos:R:3:forces:R:3 method="wB97M-V/def2-TZVPD" e_tot_ha=-2496.903958 e_homo_ha=-0.3583 lumo_ha=0.005 orbital_gap_ha=0.363 smiles=CC(C)O.OCCO.OCCO.OCCO.OCCO.OCCO.OCCO.OCCO.OCCO.OCCO.OCCO
C 13.433158 4.785449 -17.340448 0.2 0.4 0.9
C 13.699495 4.556696 -15.831504 1.2 0.6 -0.4
C 13.773567 5.871453 -14.985131 0.1 -0.6 -1.9
O 12.767793 3.713629 -15.240145 -1.1 -0.8 0.2
H 12.432224 5.189451 -17.492203 -0.2 0.0 -0.1
H 13.589379 3.860952 -17.896320 -0.3 -0.1 0.0
H 14.150778 5.514519 -17.716725 -0.1 0.1 -0.1
H 14.609867 3.957252 -15.832668 0.5 0.4 0.5
H 14.393936 6.552841 -15.567327 0.2 0.2 0.4
H 14.110888 5.760633 -13.954577 0.0 -0.2 -0.2
H 12.776825 6.309646 -15.036142 -0.1 0.0 0.3
H 11.935150 4.184202 -15.322997 -0.7 -0.1 0.2
O 8.337251 3.275653 -18.680873 0.8 0.3 -0.6
C 9.516209 4.128625 -18.695368 -0.3 -0.6 -0.1
C 10.518948 3.736083 -19.792868 -1.2 0.6 0.5
O 11.008228 2.450759 -19.553561 0.0 -0.2 0.2
H 8.248484 2.880311 -17.810572 0.1 0.0 0.0
H 9.204145 5.159494 -18.862744 -0.1 0.1 0.2
H 9.999037 3.993241 -17.727562 0.3 0.4 0.0
H 11.321357 4.473809 -19.789680 0.2 -0.1 0.1
H 10.055675 3.735643 -20.779513 -0.3 0.4 -0.1
H 10.210250 1.918327 -19.590318 0.0 -0.6 0.2
O 10.060767 5.055472 -14.857676 0.0 -0.5 0.4
C 10.394760 5.477246 -13.521915 0.9 1.7 -0.7
C 10.463758 7.025085 -13.603036 -0.6 -0.3 0.8
O 9.122440 7.529652 -13.695544 0.5 -0.2 0.1
H 9.104132 5.082733 -14.933244 -0.1 -0.3 -0.1
H 9.681256 5.139068 -12.770487 -0.1 0.1 -0.1
H 11.390390 5.107146 -13.277264 0.0 -0.3 -0.1
H 11.008607 7.375283 -14.479734 0.2 -0.4 -0.1
H 10.959925 7.468655 -12.739799 -0.3 -0.1 0.2
H 8.792644 7.041293 -14.453397 -0.5 0.4 -0.2
O 13.215693 9.234849 -20.868374 -0.2 -0.4 0.9
C 13.862952 8.292671 -21.692191 -0.4 -0.4 -1.0
C 13.955007 6.866589 -21.078161 -0.4 0.9 -0.1
O 14.614705 6.908189 -19.841542 0.3 -0.1 0.3
H 13.339836 10.123915 -21.208598 0.1 -0.1 -0.1
H 13.286578 8.255273 -22.616572 0.1 -0.5 -0.4
H 14.839495 8.686399 -21.974047 0.4 -0.4 0.1
H 14.413500 6.136049 -21.744642 0.3 0.3 -0.5
H 12.987478 6.413703 -20.861677 -0.4 0.4 -0.1
H 15.453017 7.350937 -19.992520 0.3 0.0 0.3
O 13.535068 1.984728 -20.289872 0.0 -0.2 0.7
C 13.759650 2.469627 -21.575989 0.2 -0.6 -0.3
C 12.606706 2.132901 -22.546431 1.0 -1.1 0.1
O 12.644894 0.750706 -23.048017 0.0 1.4 0.4
H 12.720376 2.404778 -20.004494 -0.3 -0.5 0.5
H 13.897979 3.549160 -21.516328 0.0 0.4 -0.4
H 14.718156 2.016667 -21.829344 -0.1 0.1 -0.8
H 12.678715 2.806918 -23.400024 -0.2 -0.1 -0.1
H 11.679827 2.269874 -21.989449 -0.1 0.3 -0.2
H 11.998520 0.252883 -22.542076 0.1 -0.1 0.1
O 16.451582 2.259276 -14.935238 -0.3 -1.0 -0.4
C 15.441574 1.216898 -15.094455 -0.6 0.8 -0.1
C 15.524048 0.541935 -16.448442 0.4 0.0 -0.3
O 16.538860 -0.419800 -16.584455 0.6 -0.8 0.1
H 16.275470 2.675341 -14.088193 0.1 0.0 0.1
H 15.434143 0.507455 -14.266967 0.4 -0.2 -0.1
H 14.468859 1.706869 -15.051171 -0.2 0.0 0.0
H 15.621653 1.279214 -17.245314 0.0 0.5 0.0
H 14.639276 -0.031733 -16.724466 -0.4 0.3 0.6
H 17.423038 -0.060177 -16.482025 -0.1 0.4 0.1
O 11.941255 1.045552 -14.881674 -1.2 -0.6 0.7
C 10.537125 1.229293 -14.570393 0.8 0.3 -1.2
C 10.300282 1.800388 -13.201871 -0.4 1.0 1.4
O 8.910699 2.182498 -12.980804 0.4 -0.6 -0.5
H 12.281156 1.885700 -15.198248 0.1 0.5 0.0
H 10.123561 1.923984 -15.301462 -0.2 0.3 0.0
H 10.014188 0.295801 -14.778280 0.1 -0.2 0.5
H 10.818641 2.740135 -13.011418 0.8 0.0 -0.8
H 10.643078 1.183215 -12.371403 -0.1 -0.7 -0.2
H 8.949113 2.664521 -12.151483 -0.3 0.0 0.1
O 17.819058 6.576635 -13.786669 -1.2 -0.6 0.6
C 18.002696 6.244699 -15.152471 0.6 1.1 0.2
C 17.366080 7.234914 -16.095970 -1.1 0.4 -0.1
O 17.893589 8.543469 -16.056252 0.8 0.3 0.1
H 18.377720 7.285639 -13.459840 0.2 0.1 -0.6
H 19.084982 6.163793 -15.253491 0.0 -0.2 -0.8
H 17.502579 5.308481 -15.400440 0.2 -0.3 0.5
H 16.321891 7.379076 -15.818494 -0.2 -0.7 0.3
H 17.313628 6.855194 -17.116342 0.5 -0.3 -0.2
H 17.160081 9.121338 -16.279026 0.2 0.2 0.0
O 9.187278 8.480134 -19.311528 -1.3 0.8 -0.1
C 10.400047 9.053076 -18.863417 -0.1 -0.6 -0.2
C 11.210818 7.855550 -18.473315 1.4 0.7 1.2
O 12.576533 8.189135 -18.212708 -0.6 -0.5 -0.1
H 9.319024 7.805889 -19.982071 0.3 0.1 -0.1
H 10.936069 9.653129 -19.598749 -0.1 -0.1 -0.3
H 10.171137 9.708830 -18.023357 -0.1 -0.2 0.1
H 11.180538 7.140574 -19.295497 -0.2 -0.3 0.0
H 10.814178 7.442900 -17.545687 -0.3 -0.4 -0.2
H 13.007598 7.826343 -18.989982 1.0 0.4 0.3
O 13.663796 5.768315 -9.085369 1.2 -0.4 -0.6
C 13.671276 5.924627 -10.513505 -1.1 1.6 0.2
C 13.917396 7.409736 -10.940974 -0.8 -0.3 -0.4
O 12.765021 8.244010 -10.713050 -0.2 -0.7 0.6
H 12.886124 6.192946 -8.715871 -0.1 0.1 -0.3
H 14.369059 5.317027 -11.089710 0.6 -0.2 1.0
H 12.707249 5.532531 -10.837565 -0.3 0.5 -0.5
H 14.082569 7.473008 -12.016528 0.5 -0.4 -0.1
H 14.777754 7.822527 -10.414207 0.1 -0.2 0.1
H 12.898008 9.108150 -11.109515 0.2 0.0 0.0
O 17.833007 3.171380 -21.561033 -0.1 -0.2 1.3
C 17.380385 2.920962 -20.231502 -1.6 0.8 0.9
C 16.834422 4.235393 -19.533805 0.2 -1.5 -0.8
O 17.807144 5.238479 -19.419779 0.6 0.6 -0.2
H 18.542128 3.786394 -21.359787 0.3 0.3 -0.8
H 16.544067 2.222680 -20.198670 -0.2 0.0 -0.6
H 18.103191 2.403766 -19.600498 0.7 0.3 0.0
H 16.402852 4.017685 -18.556845 -0.1 -0.3 0.1
H 16.042084 4.644471 -20.160675 0.0 0.0 0.0
H 18.600708 4.854275 -19.039975 0.1 0.0 0.2

***

Record 3
119
Properties=species:S:1:pos:R:3:forces:R:3 method="wB97M-V/def2-TZVPD" e_tot_ha=-8854.595167 e_homo_ha=-0.0808 lumo_ha=0.059 orbital_gap_ha=0.139 charge=-1
C 5.842057 0.916554 5.810888 -1.3 -0.7 0.2
B 4.308589 0.554165 6.074182 0.5 0.6 -0.3
O 3.993693 -0.792787 5.908522 1.1 -0.5 0.1
N 3.386528 1.535910 6.502940 -1.2 0.2 0.4
Br 2.716323 2.505791 5.037056 0.2 0.0 0.0
H 6.417495 0.765808 6.687597 0.7 0.1 1.1
H 5.910122 1.914531 5.481658 0.3 1.3 -0.3
H 6.246167 0.269170 5.084479 0.7 -0.8 -1.0
H 3.244166 -0.882944 5.336179 -1.3 -0.3 0.1
C 0.658788 -4.171429 5.740396 -0.1 -0.1 0.0
S 1.549246 -3.359266 4.406917 0.1 0.0 0.0
O 1.533964 -1.909448 4.727903 -0.1 0.1 -0.2
C 0.304936 -3.615385 3.140298 0.0 -0.2 0.1
H 1.255049 -4.075414 6.643185 0.1 0.1 0.0
H -0.306493 -3.687000 5.883735 0.0 0.1 -0.1
H 0.526629 -5.225496 5.497424 0.0 0.0 0.0
H -0.626937 -3.158853 3.458713 -0.1 0.0 0.0
H 0.169767 -4.683625 2.967493 0.0 0.0 0.0
H 0.643986 -3.136093 2.228358 0.0 0.1 0.0
C -0.901977 0.672632 2.879830 0.2 0.0 -0.1
S -1.850562 -0.826336 2.666133 -0.1 0.2 0.1
O -1.329956 -1.513619 1.440286 -0.1 0.1 -0.1
C -3.391190 -0.021661 2.212890 0.2 0.1 -0.2
H 0.117849 0.391845 3.137430 0.0 0.0 0.1
H -0.908538 1.237676 1.947994 -0.1 0.0 -0.1
H -1.332290 1.259162 3.688445 0.0 0.0 0.1
H -3.237535 0.599372 1.328723 0.1 0.0 0.0
H -3.733186 0.582755 3.044444 0.0 0.0 0.2
H -4.127128 -0.787388 1.999666 -0.1 -0.1 0.1
C -3.585193 -1.209165 -0.973281 -0.1 0.0 0.1
S -2.662892 -0.397192 -2.270707 0.0 -0.1 0.0
O -2.605494 1.055588 -1.926922 -0.1 0.1 0.0
C -3.898995 -0.595073 -3.552825 0.3 0.3 -0.1
H -2.992265 -1.158420 -0.066311 0.2 -0.1 -0.1
H -4.537886 -0.701075 -0.823641 0.0 0.1 -0.1
H -3.755243 -2.251484 -1.239617 0.0 0.0 -0.1
H -4.825839 -0.132108 -3.243058 -0.1 0.0 0.1
H -4.055879 -1.650168 -3.747473 -0.1 -0.1 0.0
H -3.528081 -0.111370 -4.455404 0.1 0.0 0.0
C -9.015447 -1.453240 -4.154903 -0.1 0.1 0.0
S -7.539284 -2.469453 -4.009310 0.0 -0.1 -0.2
O -6.560707 -1.691746 -3.205005 -0.2 0.0 0.1
C -7.039655 -2.332776 -5.729690 0.0 -0.1 0.0
H -9.464875 -1.372220 -3.169331 0.0 0.0 0.1
H -8.743412 -0.462764 -4.516536 0.1 0.0 0.0
H -9.716701 -1.930487 -4.837872 0.0 0.0 0.0
H -6.903362 -1.284439 -5.990979 0.0 0.1 0.1
H -7.809239 -2.785162 -6.355331 0.0 0.0 0.0
H -6.098408 -2.862828 -5.865120 0.1 0.0 0.1
C 6.000598 1.822237 1.264078 -0.1 0.1 -0.1
S 7.096392 0.976339 2.409562 0.0 -0.1 0.1
O 7.813392 2.025539 3.172510 0.2 0.1 -0.1
C 8.251168 0.386382 1.161573 -0.1 0.0 -0.1
H 5.224377 2.306506 1.851274 0.0 0.0 0.1
H 6.561663 2.570244 0.702437 0.1 0.0 0.0
H 5.549326 1.094519 0.590147 0.0 0.0 0.0
H 8.659113 1.230890 0.611052 0.0 0.1 0.0
H 7.739407 -0.294033 0.482621 0.0 0.0 0.0
H 9.054344 -0.142169 1.665925 0.0 0.0 0.1
C -1.820090 -3.913351 -7.675724 0.0 0.0 -0.1
S -2.720278 -3.703642 -6.136706 0.1 -0.1 0.1
O -3.814655 -2.720071 -6.398588 0.0 0.0 0.0
C -1.408780 -2.832924 -5.284589 -0.1 0.1 0.1
H -2.478894 -4.409969 -8.383476 -0.1 0.0 0.0
H -1.526201 -2.938202 -8.060934 0.0 0.1 0.1
H -0.941854 -4.530772 -7.496697 0.0 0.0 0.0
H -1.136520 -1.936334 -5.836785 0.0 0.0 -0.1
H -0.545570 -3.488705 -5.189219 0.0 0.0 0.0
H -1.763705 -2.557351 -4.294795 -0.1 -0.1 0.1
C 10.345561 1.668261 -3.944609 -0.1 0.1 -0.1
S 11.040167 1.422899 -2.304436 0.1 0.1 0.0
O 10.546970 0.113075 -1.814346 -0.1 -0.1 0.0
C 10.060266 2.696249 -1.499548 0.0 0.1 0.0
H 10.794828 0.935945 -4.608627 0.1 -0.1 0.0
H 9.267166 1.521137 -3.911833 0.0 0.0 0.1
H 10.584087 2.672411 -4.292912 0.0 0.0 0.0
H 9.000684 2.482376 -1.633368 0.0 -0.1 0.0
H 10.310089 3.666975 -1.925448 0.0 0.0 0.0
H 10.306449 2.688305 -0.441458 0.0 0.0 0.1
C -8.062218 0.543348 2.802572 -0.1 0.0 0.0
S -6.989681 0.336693 4.229787 0.0 0.1 0.1
O -5.855013 -0.513570 3.794236 -0.1 -0.1 0.0
C -8.112485 -0.718436 5.156211 -0.1 0.0 0.0
H -7.528648 1.143250 2.071287 0.1 0.0 0.0
H -8.297874 -0.430708 2.376139 0.0 -0.1 0.0
H -8.972236 1.060043 3.105077 0.0 0.0 0.0
H -8.346210 -1.607040 4.571411 0.0 0.0 -0.1
H -9.020575 -0.163771 5.388830 0.0 0.0 0.0
H -7.613341 -1.004894 6.077099 0.1 0.0 0.0
C 0.703592 0.582344 -9.073630 -0.1 0.0 0.0
S 1.215056 0.219450 -7.388938 0.0 0.2 0.2
O 0.567835 -1.064048 -6.995631 -0.1 -0.2 -0.2
C 0.261098 1.511858 -6.598946 -0.1 0.0 -0.1
H 1.157255 -0.156349 -9.728618 0.1 -0.1 0.0
H -0.381452 0.522926 -9.148192 0.0 0.0 0.1
H 1.051471 1.576568 -9.348580 0.0 0.0 0.0
H -0.795131 1.387499 -6.837920 0.0 -0.1 -0.1
H 0.614653 2.484010 -6.933879 0.1 0.1 0.1
H 0.405495 1.432129 -5.527960 0.1 0.0 0.1
C 0.677234 2.754165 8.691500 0.0 0.0 0.3
S -0.095887 1.568669 7.595440 0.2 -0.1 -0.5
O -1.498449 2.037196 7.360956 -0.2 0.0 0.2
C -0.200514 0.230839 8.791876 0.0 0.0 0.2
H 0.796654 3.680488 8.139085 0.0 0.0 -0.1
H 0.042157 2.917915 9.564193 -0.1 0.0 0.0
H 1.655924 2.378178 8.983131 0.1 0.0 -0.2
H -0.785640 0.550213 9.656086 0.0 0.0 0.0
H 0.806296 -0.053068 9.092245 0.1 0.0 -0.1
H -0.688251 -0.609966 8.306127 0.0 0.0 -0.1
C 0.297452 1.959012 -2.209799 0.3 0.0 0.0
S -0.056769 3.533916 -2.988747 -0.2 0.0 0.1
O 0.799217 3.628726 -4.210142 0.1 0.0 0.0
C 0.715110 4.551487 -1.725917 0.1 0.0 0.0
H -0.070851 1.173034 -2.860646 -0.1 0.0 0.0
H 1.373823 1.855960 -2.072610 0.1 0.1 0.0
H -0.220808 1.901533 -1.256319 -0.1 0.0 0.0
H 1.762346 4.272960 -1.620167 0.0 0.0 0.0
H 0.188044 4.414236 -0.783625 0.0 0.0 0.0
H 0.639557 5.588732 -2.040242 0.0 0.0 -0.1